The following is a quantum chemistry calculation of 4 unconnected molecules or ions with the total composition C5H18NO5 in a non-equilibrium geometry, from OMol25.

The orbital gap (spin up / spin down) comes out at 9.2 / 4.8 eV. As for the energy above the lowest of the compared OMol25 structures with the same formula, charge and spin: 17.1 kcal per mole. The largest force on an atom comes out at 4.1 eV/Å. As for the expectation value of S²: 0.76. As for the spin multiplicity: 2. For the molar mass, the calculation gives 172.2 Da. The value obtained for the electronic energy is -17199.858 eV.

Geometry as XYZ:
```
29
Properties=species:S:1:pos:R:3:mulliken_spin:R:1
C 0.1760 1.8863 -0.0800 0.00
N 0.1443 0.8270 -1.1224 0.01
C -0.1831 1.2704 -2.4592 0.00
O 1.0066 1.9220 -2.9577 0.00
C -0.6176 1.3894 1.1354 0.00
C 0.2071 0.8013 2.2934 0.00
C 0.0162 -0.7184 2.3508 0.01
O 1.2840 -1.1875 2.9366 0.00
H -0.2224 2.7737 -0.5758 0.00
H 1.2084 2.0288 0.2360 0.00
H 1.4010 -2.0783 2.5938 0.00
H -0.9684 2.0260 -2.4534 0.00
H -0.3230 0.4103 -3.1423 0.00
H 1.6517 1.3048 -2.7922 0.00
H -1.4896 0.7824 0.8790 0.00
H -1.0869 2.3013 1.5135 0.00
H 1.2696 0.9994 2.1331 0.00
H 0.0423 1.1884 3.2890 0.00
H -0.1357 -1.1600 1.3565 -0.01
H -0.7314 -1.0824 3.0517 0.00
H -0.2647 -0.0283 -0.8100 0.01
H -0.5981 -3.0230 -1.5226 -0.02
O -0.4460 -2.1477 -1.1229 0.75
H 1.1722 -1.6917 -2.4367 -0.01
H 1.6859 -0.8493 -1.2607 0.00
O 1.9827 -1.3146 -2.0389 0.04
H -1.4381 -2.4529 -0.2786 -0.03
H -2.6201 -1.7053 0.7874 -0.01
O -2.1231 -2.4721 0.4971 0.27
```